Model a:
ORCA calculation (the ωB97M-V functional and the def2-TZVPD basis) on a 2-piece molecular cluster, C3H6N2O2 overall.

Summary:
E_LUMO, eV: 0.6
Total charge: 0
SMILES: O=C1COC=N1.N
Multiplicity: 1
Gap between HOMO and LUMO, eV: 10.7

Geometry (Å):
1 O -1.5424 1.0213 0.9336
2 C -0.4126 0.6347 0.7914
3 C 0.1689 -0.7116 1.2256
4 O 1.5778 -0.5222 1.0322
5 C 1.6966 0.6695 0.4336
6 N 0.6581 1.3833 0.2210
7 H -0.1652 -1.5060 0.5544
8 H -0.0349 -0.9441 2.2718
9 H 2.7192 0.9439 0.1767
10 N -1.0513 -0.3738 -1.6862
11 H -1.8911 0.1449 -1.4571
12 H -1.3038 -1.0464 -2.4006
13 H -0.4191 0.3064 -2.0963



Model b:
ORCA calculation (the ωB97M-V functional and the def2-TZVPD basis) on C3H6N2O2 in the gas phase.

Summary:
E_LUMO, eV: 0.7
Total charge: 0
SMILES: [H]/N=C1/N[C@@H](O)CO1
Multiplicity: 1
Gap between HOMO and LUMO, eV: 10.3

Geometry (Å):
1 H 0.4007 2.7104 -1.4723
2 N 0.8763 2.3816 -0.6348
3 C 0.4927 1.2096 -0.4004
4 N 0.8690 0.4417 0.6966
5 C 0.3943 -0.8998 0.4671
6 O -0.0507 -1.5231 1.6245
7 C -0.7895 -0.6711 -0.5567
8 O -0.3403 0.4851 -1.2328
9 H 0.6712 0.8367 1.6101
10 H 1.1707 -1.4930 -0.0252
11 H -0.9629 -1.5333 1.3217
12 H -1.7995 -0.4591 -0.1222
13 H -0.9321 -1.4858 -1.2756



Preferred: model a; penalty for the next structure: 53.4 kJ/mol.



Model a:
ORCA calculation (the ωB97M-V functional and the def2-TZVPD basis) on a 2-piece molecular cluster, C3H6N2O2 overall.

Summary:
E_LUMO (alpha / beta), eV: -1.7 / -1.7
Total charge: 0
Multiplicity: 1
Gap between HOMO and LUMO (alpha / beta), eV: 6.7 / 6.7

Geometry (Å):
1 C 0.8705 1.6176 -0.8955
2 N 0.4820 0.4359 -0.1611
3 C 0.2721 0.5383 1.1103
4 C -0.8504 -2.1204 -0.5921
5 O -0.3607 -0.7930 1.5009
6 N -1.2759 -1.0330 -0.1577
7 O 0.4286 1.3294 2.0158
8 H -1.0419 -0.5977 2.1654
9 H 0.9840 2.4908 -0.2419
10 H 1.8092 1.4455 -1.4284
11 H 0.1062 1.8542 -1.6443
12 H 0.1072 -2.5773 -0.3628
13 H -1.5312 -2.5904 -1.3084



Model b:
ORCA calculation (the ωB97M-V functional and the def2-TZVPD basis) on a 2-piece molecular cluster, C3H6N2O2 overall.

Summary:
E_LUMO, eV: -0.2
Total charge: 0
Multiplicity: 1
Gap between HOMO and LUMO, eV: 8.9

Geometry (Å):
1 C -0.3852 -0.4581 -0.1186
2 C -0.4175 1.1050 -0.0870
3 C 0.8261 1.7687 -0.0027
4 H 2.7176 -1.5764 -0.1837
5 H 0.6208 -2.1214 -0.5528
6 H -1.5670 1.7717 -0.1572
7 H 0.9098 2.8451 0.3889
8 H 1.9004 1.2135 -0.1387
9 H -3.2516 -1.0283 0.4519
10 N 0.8491 -1.1512 -0.4603
11 N -1.4121 -1.0608 -0.0395
12 O 1.7593 -1.0313 0.6332
13 O -2.5499 -0.2764 0.2665



Preferred: model a; penalty for the next structure: 300.1 kJ/mol.



Model a:
ORCA calculation (the ωB97M-V functional and the def2-TZVPD basis) on C3H6N2O2 in the gas phase.

Summary:
E_LUMO, eV: 0.6
Total charge: 0
SMILES: NC(=O)NCC=O
Multiplicity: 1
Gap between HOMO and LUMO, eV: 10.5

Geometry (Å):
1 N -0.8134 -0.3824 -1.9022
2 C 0.1018 -1.1093 -1.1396
3 O 0.5506 -2.1778 -1.4892
4 N 0.3461 -0.6144 0.1354
5 C 0.6370 0.7437 0.5686
6 C -0.1232 1.0614 1.8434
7 O 0.0206 2.0863 2.4493
8 H -1.3660 -0.9791 -2.4985
9 H -1.3943 0.1874 -1.3016
10 H 0.7923 -1.3565 0.6557
11 H 0.3908 1.4240 -0.2431
12 H 1.7097 0.8229 0.7648
13 H -0.8520 0.2939 2.1570



Model b:
ORCA calculation (the ωB97M-V functional and the def2-TZVPD basis) on a 2-piece molecular cluster, C3H6N2O2 overall.

Summary:
E_LUMO (alpha / beta), eV: 0.4 / 0.4
Total charge: 0
Multiplicity: 1
Gap between HOMO and LUMO (alpha / beta), eV: 8.9 / 8.9

Geometry (Å):
1 C 0.3171 -0.5878 -0.2842
2 C -1.1040 0.6366 0.6099
3 C 0.9422 -1.5586 -1.2836
4 N -0.6969 0.1351 -0.5610
5 N -0.3442 0.0522 1.6472
6 O 0.6211 -0.7557 0.9818
7 O -0.3275 2.5606 0.6314
8 H -2.0338 1.1755 0.6823
9 H 1.4035 -2.4104 -0.8519
10 H 1.6054 -0.8356 -1.6336
11 H 0.2764 -1.8177 -2.1309
12 H 0.0119 0.6697 2.3857
13 H -0.6713 2.7361 -0.1930



Model c:
ORCA calculation (the ωB97M-V functional and the def2-TZVPD basis) on C3H6N2O2 in the gas phase.

Summary:
E_LUMO, eV: 0.9
Total charge: 0
SMILES: [H]/N=C1/OCON1C
Multiplicity: 1
Gap between HOMO and LUMO, eV: 10.3

Geometry (Å):
1 H 1.3382 -0.8247 2.0095
2 N 0.5302 -1.2914 1.5227
3 C 0.0102 -0.6416 0.5632
4 O -1.0326 -1.0586 -0.1808
5 C -1.4170 0.0617 -0.9513
6 O -0.2024 0.6934 -1.1869
7 N 0.2592 0.6686 0.1657
8 C 1.5896 1.1919 0.2023
9 H -1.8216 -0.3388 -1.8458
10 H -2.0730 0.7791 -0.4251
11 H 1.5800 2.2694 -0.2035
12 H 2.0197 1.1353 1.2157
13 H 2.2142 0.5895 -0.5137



Model d:
ORCA calculation (the ωB97M-V functional and the def2-TZVPD basis) on C3H6N2O2 in the gas phase.

Summary:
E_LUMO, eV: 0.6
Total charge: 0
SMILES: CNC(=O)NC=O
Multiplicity: 1
Gap between HOMO and LUMO, eV: 11.0

Geometry (Å):
1 C -1.2075 -0.0033 -1.5724
2 N -0.1632 0.0638 -0.5637
3 C -0.5048 -0.1709 0.7354
4 O -1.6160 -0.5130 1.0858
5 N 0.5079 0.0058 1.6980
6 C 1.8743 0.0439 1.5502
7 O 2.6400 0.1083 2.4826
8 H -2.1210 0.4720 -1.2035
9 H -1.4376 -1.0409 -1.8287
10 H -0.8651 0.5118 -2.4705
11 H 0.6634 0.5993 -0.7737
12 H 0.1689 -0.0798 2.6488
13 H 2.2154 0.0044 0.5005



Preferred: model d; penalty for the next structure: 68.9 kJ/mol.



Model a:
ORCA calculation (the ωB97M-V functional and the def2-TZVPD basis) on a 2-piece molecular cluster, C3H6N2O2 overall.

Summary:
E_LUMO (alpha / beta), eV: 0.5 / 0.5
Total charge: 0
Multiplicity: 1
Gap between HOMO and LUMO (alpha / beta), eV: 8.8 / 8.8

Geometry (Å):
1 C -0.1706 0.2924 -0.5531
2 C -0.9246 -1.2348 0.7274
3 C 0.4483 1.5454 -1.0052
4 N -0.6773 0.0758 0.6333
5 N -0.8581 -1.7475 -0.6100
6 O -0.1848 -0.7381 -1.2956
7 O 0.7466 -1.7521 1.9624
8 H -1.5705 -1.7236 1.4177
9 H 1.3152 1.7770 -0.2404
10 H -0.3356 2.3692 -1.0211
11 H 0.9566 1.5317 -1.9692
12 H -0.6762 -2.6712 -0.8490
13 H 0.9716 -0.7653 2.1484



Model b:
ORCA calculation (the ωB97M-V functional and the def2-TZVPD basis) on C3H6N2O2 in the gas phase.

Summary:
E_LUMO, eV: 0.6
Total charge: 0
SMILES: [H]/N=C(/NC=O)OC
Multiplicity: 1
Gap between HOMO and LUMO, eV: 10.1

Geometry (Å):
1 H 1.2431 -0.0235 -1.5266
2 N 0.7248 -0.6404 -0.9395
3 C 0.6542 -0.3187 0.2838
4 N 0.6960 -1.3668 1.2915
5 C -0.4452 -2.0198 0.7108
6 O -0.3454 -2.6576 -0.3000
7 O 0.5043 0.8848 0.8358
8 C -0.2264 1.8352 0.0627
9 H 1.5039 -1.9468 1.0331
10 H -1.3959 -1.7706 1.1983
11 H -0.5534 2.5837 0.7845
12 H -1.0921 1.3542 -0.4090
13 H 0.3868 2.3046 -0.7117



Model c:
ORCA calculation (the ωB97M-V functional and the def2-TZVPD basis) on a 2-piece molecular cluster, C3H6N2O2 overall.

Summary:
E_LUMO, eV: 0.7
Total charge: 0
SMILES: Cc1ncno1.O
Multiplicity: 1
Gap between HOMO and LUMO, eV: 10.9

Geometry (Å):
1 C 1.7149 -0.2654 -1.1161
2 C 0.7976 -0.5227 0.0375
3 N -0.2952 -1.1887 0.1755
4 C -0.7155 -0.8694 1.3895
5 N 0.0518 0.0169 1.9811
6 O 1.0358 0.2519 1.1053
7 H 1.6492 0.7324 -1.4513
8 H 1.4952 -0.9327 -1.8708
9 H 2.6818 -0.6018 -0.7827
10 H -1.5920 -1.2014 1.8462
11 O -2.0679 1.2078 -0.5026
12 H -2.4770 1.4670 0.3470
13 H -2.2788 1.9061 -1.1585



Model d:
ORCA calculation (the ωB97M-V functional and the def2-TZVPD basis) on a 2-piece molecular cluster, C3H6N2O2 overall.

Summary:
E_LUMO, eV: 0.7
Total charge: 0
SMILES: CC(=O)O.N#CN
Multiplicity: 1
Gap between HOMO and LUMO, eV: 10.8

Geometry (Å):
1 C -0.0597 1.7414 -0.6161
2 C 0.5465 0.3797 -0.8141
3 O 1.5585 0.0010 -0.2873
4 O -0.1257 -0.4372 -1.6381
5 H -0.9796 1.6253 -0.0434
6 H -0.2916 2.2021 -1.5746
7 H 0.6263 2.3734 -0.0606
8 H -0.9769 -0.0674 -1.9072
9 N -1.6450 -0.5875 1.0859
10 C -0.6927 -1.1853 1.3218
11 N 0.4173 -1.8064 1.6459
12 H 1.2459 -1.4252 1.1999
13 H 0.3766 -2.8139 1.6878



Preferred: model d; penalty for the next structure: 142.7 kJ/mol.